Record 1
{
  "formula": "C26H28GeN5O7Ti",
  "method": "the ωB97M-V functional and the def2-TZVPD basis",
  "species": ["Ti", "O", "C", "O", "C", "C", "C", "C", "C", "O", "C", "C", "O", "O", "H", "H", "H", "H", "H", "H", "H", "H", "N", "N", "C", "N", "N", "N", "O", "O", "H", "H", "H", "H", "H", "C", "Ge", "C", "C", "C", "C", "C", "C", "C", "C", "C", "C", "C", "C", "C", "C", "C", "C", "H", "H", "H", "H", "H", "H", "H", "H", "H", "H", "H", "H", "H", "H", "H"],
  "positions_angstrom": [[-1.24181, 0.82148, -0.27186], [-0.61702, 3.83557, 1.19058], [-0.17368, 2.96937, 0.49203], [-0.08310, 1.66261, 0.85517], [0.39172, 3.24721, -0.91269], [1.27362, 2.06338, -1.35851], [2.01325, 2.37126, -2.65047], [0.88545, 2.26178, -3.71737], [-0.33569, 1.98363, -2.85776], [0.21920, 1.11644, -1.79667], [-0.71409, 3.26543, -2.05377], [-2.18616, 3.15797, -1.61576], [-3.03870, 3.72231, -2.24641], [-2.40401, 2.34986, -0.57873], [0.92213, 4.19105, -0.85221], [1.86926, 1.61758, -0.57786], [2.79767, 1.63586, -2.81939], [2.46537, 3.36102, -2.60848], [1.06587, 1.43204, -4.39709], [0.75165, 3.16972, -4.29927], [-1.15968, 1.48348, -3.34622], [-0.63886, 4.14452, -2.68011], [-2.49343, 1.53002, 2.64265], [-3.75961, 0.87569, 2.49075], [-3.93718, 0.11722, 1.38974], [-5.10457, -0.55497, 1.33093], [-2.97907, 0.04419, 0.50176], [-3.22373, -0.41354, -0.79077], [-4.27924, -0.90311, -1.27479], [-2.10776, -0.23070, -1.55948], [-2.58416, 2.08348, 3.48491], [-2.43096, 2.22868, 1.90447], [-4.04677, 0.40277, 3.33166], [-5.87303, -0.12968, 1.82502], [-5.30395, -0.94794, 0.41544], [-1.65999, -3.06201, -0.33677], [-0.50562, -1.62406, 0.30442], [-0.13912, -2.13262, 2.16456], [0.23975, -3.44218, 2.47861], [0.49985, -3.81460, 3.79409], [0.37811, -2.88056, 4.81708], [-0.00635, -1.57906, 4.52221], [-0.26358, -1.20879, 3.20542], [1.14067, -1.71496, -0.78595], [1.05308, -2.31590, -2.01336], [2.14589, -2.32961, -2.91799], [3.31451, -1.71473, -2.58934], [3.45235, -1.05694, -1.34032], [4.65392, -0.38386, -0.99134], [4.77351, 0.26086, 0.20381], [3.68914, 0.26752, 1.11575], [2.52383, -0.37137, 0.80755], [2.36271, -1.06047, -0.42804], [-1.06614, -3.97384, -0.44070], [-2.12636, -2.83018, -1.29368], [-2.44312, -3.24256, 0.40145], [0.34069, -4.18115, 1.68826], [0.79845, -4.83257, 4.02236], [0.58148, -3.16848, 5.84240], [-0.10120, -0.84977, 5.32007], [-0.56753, -0.19100, 2.98479], [0.12408, -2.79243, -2.31004], [2.04757, -2.83340, -3.87356], [4.15491, -1.71859, -3.27671], [5.47866, -0.39047, -1.69816], [5.69782, 0.76763, 0.45903], [3.78662, 0.78142, 2.06549], [1.70251, -0.34689, 1.50915]],
  "mulliken_spin": [0.11, 0.00, 0.00, -0.01, 0.01, 0.00, 0.00, 0.00, 0.01, -0.02, 0.00, -0.01, 0.00, 0.01, 0.00, 0.00, 0.00, 0.00, 0.00, 0.00, 0.00, 0.00, 0.01, 0.02, 0.10, 0.03, -0.03, 0.42, 0.35, 0.03, 0.00, 0.00, 0.01, 0.00, 0.00, 0.01, -0.02, 0.00, 0.00, 0.00, 0.00, 0.00, 0.00, -0.03, 0.00, 0.01, -0.01, 0.00, 0.00, 0.00, 0.00, -0.01, 0.02, 0.00, 0.00, 0.00, 0.00, 0.00, 0.00, 0.00, 0.00, 0.00, 0.00, 0.00, 0.00, 0.00, 0.00, 0.01],
  "multiplicity": 2,
  "fmax_ev_per_a": 1.813,
  "de_lowest_kj_mol": 176.5,
  "s_squared": 0.799,
  "orbital_gap_ha": [0.2381, 0.2631],
  "charge": 0
}

---

Record 2
{
  "formula": "C4H7NO",
  "method": "the ωB97M-V functional and the def2-TZVPD basis",
  "species": ["C", "C", "N", "C", "C", "O", "H", "H", "H", "H", "H", "H", "H"],
  "positions_angstrom": [[1.98051, 0.83209, -0.59805], [0.54536, 0.47939, -0.66084], [-0.00206, 0.22968, 0.44833], [-0.90196, -0.88648, 0.35964], [-2.12552, -0.37881, 1.03430], [-3.17591, -0.23130, 0.46177], [2.18638, 1.87331, -0.81532], [2.49797, 0.17354, -1.30450], [2.29378, 0.56822, 0.41656], [0.06002, 0.24116, -1.62151], [-1.11427, -1.23732, -0.66051], [-0.32131, -1.66097, 0.88338], [-1.92300, -0.00250, 2.05674]],
  "mulliken_charge": [-0.89, 0.02, -0.46, -0.44, 0.06, -0.47, 0.26, 0.26, 0.29, 0.37, 0.40, 0.28, 0.32],
  "fmax_ev_per_a": 1.100,
  "de_lowest_kj_mol": 236.7,
  "orbital_gap_ha": 0.3780,
  "smiles": "C/C=N/CC=O",
  "charge": 0
}

---

Record 3
{
  "formula": "C26H40O5OsPS7Sb",
  "method": "the ωB97M-V functional and the def2-TZVPD basis",
  "species": ["Os", "C", "C", "S", "C", "C", "S", "C", "C", "S", "H", "H", "H", "H", "H", "H", "H", "H", "H", "H", "H", "H", "S", "Sb", "S", "S", "O", "S", "C", "C", "C", "C", "C", "C", "C", "C", "C", "C", "C", "C", "H", "H", "H", "H", "H", "H", "H", "H", "H", "H", "C", "C", "C", "C", "O", "P", "O", "O", "O", "C", "C", "C", "C", "H", "H", "H", "H", "H", "H", "H", "H", "H", "H", "H", "H", "H", "H", "H", "H", "H", "H"],
  "positions_angstrom": [[0.31751, 0.40358, 0.31944], [0.42481, -3.53622, -2.53331], [-0.92951, -3.51735, -1.84359], [-1.26963, -2.07032, -0.74982], [-1.25972, -2.87392, 0.88740], [0.12630, -3.21144, 1.39202], [1.22943, -1.74830, 1.56786], [2.69480, -2.31376, 0.61073], [2.45529, -2.41156, -0.88309], [1.80322, -4.03174, -1.44862], [0.66544, -2.57485, -2.98195], [0.40480, -4.30004, -3.31112], [-1.07443, -4.42239, -1.25731], [-1.69980, -3.46721, -2.61254], [-1.86360, -3.77862, 0.82549], [-1.75551, -2.16089, 1.54552], [0.63904, -3.90654, 0.72669], [0.04969, -3.65327, 2.38661], [3.04461, -3.25322, 1.03920], [3.43636, -1.53478, 0.80074], [3.39922, -2.26112, -1.40661], [1.74662, -1.64272, -1.19230], [2.39394, 4.68540, -0.74578], [1.41817, 3.49132, 1.00004], [2.42808, 1.22900, 0.48095], [-0.35844, 2.43093, -0.44340], [0.79426, 0.04180, -2.07348], [1.64391, -0.10644, -3.31263], [3.28276, 0.57201, -2.91755], [3.44862, 1.87886, -2.49678], [4.72450, 2.34497, -2.22036], [5.81613, 1.50249, -2.36006], [5.64248, 0.19829, -2.79809], [4.37084, -0.26791, -3.08556], [1.20925, 1.20006, -4.47202], [0.54893, 2.35064, -4.08540], [0.31732, 3.33444, -5.03346], [0.73239, 3.15502, -6.34334], [1.37029, 1.98405, -6.72286], [1.61340, 0.99904, -5.78308], [2.60069, 2.53751, -2.39066], [4.85118, 3.37156, -1.91197], [6.81081, 1.86372, -2.14578], [6.49482, -0.45068, -2.93751], [4.22127, -1.27176, -3.45461], [0.22054, 2.47204, -3.06236], [-0.18989, 4.24294, -4.74657], [0.56151, 3.93267, -7.07214], [1.67414, 1.84067, -7.74826], [2.12216, 0.08781, -6.06010], [0.71228, -1.71382, 5.07904], [-0.27904, -0.56705, 4.87706], [-1.51159, -0.76724, 5.75277], [0.38444, 0.76621, 5.19333], [-0.68808, -0.63375, 3.48721], [-1.17413, 0.60784, 2.62546], [-0.07186, 1.62772, 2.44186], [-1.54682, 0.01311, 1.27180], [-2.42225, 1.12400, 3.42433], [-3.23848, 2.27854, 3.14723], [-4.50071, 2.03509, 3.97392], [-3.55452, 2.37656, 1.65971], [-2.51729, 3.53186, 3.63406], [1.04594, -1.72736, 6.11282], [1.57769, -1.58963, 4.43172], [0.23554, -2.66565, 4.85803], [-1.23019, -0.74752, 6.80218], [-1.97533, -1.72525, 5.53261], [-2.23228, 0.02205, 5.56188], [0.75548, 0.76106, 6.21508], [-0.33284, 1.57541, 5.08265], [1.21716, 0.94776, 4.51767], [-4.98926, 1.12377, 3.64173], [-5.19081, 2.86677, 3.87688], [-4.23183, 1.92271, 5.02199], [-4.02394, 1.45888, 1.31059], [-2.63989, 2.52932, 1.08513], [-4.22107, 3.21323, 1.46308], [-2.34802, 3.46871, 4.70638], [-3.12414, 4.41005, 3.42396], [-1.55420, 3.63363, 3.13643]],
  "mulliken_spin": [2.86, 0.00, 0.01, 0.07, 0.01, -0.01, 0.04, 0.02, -0.03, 0.00, 0.00, 0.00, 0.00, 0.00, 0.00, 0.00, 0.00, 0.00, 0.00, 0.00, 0.00, 0.04, 0.95, 0.12, 0.30, 0.29, 0.02, 0.04, 0.07, -0.03, 0.00, 0.00, 0.00, 0.00, 0.00, 0.01, 0.00, 0.00, 0.00, 0.00, -0.01, -0.01, 0.00, 0.00, 0.00, -0.02, 0.00, 0.00, 0.00, 0.00, 0.00, -0.01, 0.00, 0.00, 0.01, 0.10, 0.07, 0.11, 0.00, 0.00, 0.00, -0.02, -0.01, 0.00, 0.00, 0.00, 0.00, 0.00, 0.00, 0.00, 0.00, 0.00, 0.00, 0.00, 0.00, 0.00, 0.01, 0.00, 0.00, 0.00, 0.01],
  "multiplicity": 6,
  "fmax_ev_per_a": 1.636,
  "de_lowest_kj_mol": 79.7,
  "s_squared": 8.780,
  "orbital_gap_ha": [0.2895, 0.2020],
  "charge": 1
}

---

Please write out number 2 again, unchanged.
{
  "formula": "C4H7NO",
  "method": "the ωB97M-V functional and the def2-TZVPD basis",
  "species": ["C", "C", "N", "C", "C", "O", "H", "H", "H", "H", "H", "H", "H"],
  "positions_angstrom": [[1.98051, 0.83209, -0.59805], [0.54536, 0.47939, -0.66084], [-0.00206, 0.22968, 0.44833], [-0.90196, -0.88648, 0.35964], [-2.12552, -0.37881, 1.03430], [-3.17591, -0.23130, 0.46177], [2.18638, 1.87331, -0.81532], [2.49797, 0.17354, -1.30450], [2.29378, 0.56822, 0.41656], [0.06002, 0.24116, -1.62151], [-1.11427, -1.23732, -0.66051], [-0.32131, -1.66097, 0.88338], [-1.92300, -0.00250, 2.05674]],
  "mulliken_charge": [-0.89, 0.02, -0.46, -0.44, 0.06, -0.47, 0.26, 0.26, 0.29, 0.37, 0.40, 0.28, 0.32],
  "fmax_ev_per_a": 1.100,
  "de_lowest_kj_mol": 236.7,
  "orbital_gap_ha": 0.3780,
  "smiles": "C/C=N/CC=O",
  "charge": 0
}

---

Q: Which formula does entry 2 have?
A: C4H7NO